[1]
The following is a quantum chemistry calculation of a structure of composition C25H15AlCl2N5O2 at a distorted geometry, from the Open Molecules 2025 dataset.

Calculated values
Total energy ... -2548.73465 hartree
Charge ... +1
LUMO level ... -3.58 eV
HOMO ... -10.42 eV
Kohn-Sham gap ... 6.84 eV

```
50
Properties=species:S:1:pos:R:3:nbo_charge:R:1
Al 0.024 0.774 0.741 1.89
Cl -3.699 -3.024 4.858 0.05
C -2.447 -2.478 3.812 -0.08
C -2.536 -1.219 3.161 -0.21
C -1.496 -0.724 2.399 0.09
N -1.449 0.561 1.770 -0.86
C -2.403 1.538 1.796 0.64
O -3.402 1.514 2.466 -0.56
C -2.031 2.635 0.833 0.18
C -2.929 3.731 0.681 -0.20
C -2.545 4.637 -0.290 -0.11
C -1.408 4.346 -1.089 -0.24
C -0.576 3.326 -0.809 0.05
N -0.888 2.470 0.200 -0.58
C -0.352 -1.445 2.272 0.20
C -0.314 -2.757 2.829 -0.25
C -1.376 -3.252 3.543 -0.05
Cl -1.092 -4.892 4.058 0.03
N 0.683 -0.770 1.583 -0.85
C 2.013 -0.817 1.881 0.64
O 2.597 -1.578 2.609 -0.57
C 2.771 0.402 1.250 0.19
C 4.166 0.560 1.356 -0.20
C 4.683 1.662 0.693 -0.10
C 3.867 2.509 -0.103 -0.23
C 2.529 2.392 0.073 0.06
N 1.992 1.316 0.660 -0.59
H -3.460 -0.606 3.426 0.27
H -3.762 3.663 1.344 0.28
H -3.162 5.562 -0.550 0.25
H -1.225 5.009 -1.918 0.24
H 0.321 3.158 -1.380 0.21
H 0.664 -3.257 2.821 0.26
H 4.755 -0.170 1.877 0.27
H 5.752 1.735 0.630 0.24
H 4.309 3.336 -0.614 0.24
H 1.904 3.149 -0.383 0.20
N -0.125 -0.116 -1.046 -0.52
C -0.184 -0.882 -1.900 0.56
C -0.048 -1.854 -2.954 -0.21
C -0.077 -1.412 -4.276 -0.13
C -0.119 -2.341 -5.252 -0.22
C -0.003 -3.666 -5.010 -0.13
C 0.011 -4.108 -3.687 -0.19
C -0.035 -3.228 -2.657 -0.14
H -0.036 -0.347 -4.364 0.23
H -0.171 -1.972 -6.270 0.24
H 0.130 -4.444 -5.798 0.24
H 0.203 -5.123 -3.631 0.23
H -0.021 -3.501 -1.643 0.24
```


[2]
The following is a quantum chemistry calculation of a structure of composition C25H15ClI2N3O7SSr at a distorted geometry, from the Open Molecules 2025 dataset.

Calculated values
Total energy ... -3137.31083 hartree
Charge ... -1
LUMO level ... 1.82 eV
HOMO ... -4.16 eV
Kohn-Sham gap ... 5.98 eV

```
55
Properties=species:S:1:pos:R:3:nbo_charge:R:1
Sr -1.073 0.112 -0.885 1.80
N 2.935 -0.610 1.457 -0.62
C 3.395 0.437 2.279 0.22
C 4.532 0.251 3.045 -0.25
C 4.992 1.266 3.874 -0.22
C 4.316 2.477 3.914 -0.22
C 3.190 2.663 3.119 -0.21
C 2.712 1.646 2.306 -0.25
S 1.258 1.912 1.363 0.50
N 1.222 0.529 0.316 -0.68
C 1.979 -0.483 0.477 0.44
C 1.880 -1.626 -0.507 0.14
C 1.985 -2.945 -0.094 -0.24
C 1.805 -3.943 -1.032 -0.15
C 1.579 -3.589 -2.352 -0.24
C 1.546 -2.242 -2.678 0.07
N 1.670 -1.269 -1.772 -0.43
H 3.542 -1.408 1.370 0.40
H 5.053 -0.700 3.001 0.21
H 5.876 1.107 4.478 0.21
H 4.658 3.275 4.560 0.21
H 2.669 3.616 3.135 0.22
H 2.145 -3.185 0.950 0.22
H 1.827 -4.982 -0.732 0.22
H 1.401 -4.333 -3.118 0.24
H 1.396 -1.929 -3.703 0.21
O -3.549 -5.214 -2.189 -0.54
C -2.696 -4.396 -1.952 0.39
C -1.965 -3.494 -2.944 0.37
O -1.738 -3.738 -4.116 -0.59
C -1.542 -2.296 -2.178 0.21
C -1.620 -2.600 -0.755 0.20
O -1.243 -1.835 0.224 -0.86
C -2.166 -3.971 -0.581 0.37
O -2.163 -4.648 0.428 -0.58
O -1.117 -1.206 -2.727 -0.87
Cl -5.895 4.519 3.063 -0.05
C -4.562 3.787 2.167 -0.10
C -3.242 4.184 2.442 -0.18
C -2.185 3.632 1.769 -0.29
C -2.369 2.626 0.769 0.44
O -1.387 2.116 0.134 -0.84
C -3.728 2.244 0.515 -0.31
C -4.122 1.211 -0.447 0.44
O -3.393 0.535 -1.161 -0.65
C -4.794 2.838 1.217 -0.16
H -3.071 4.941 3.199 0.22
H -1.172 3.946 1.987 0.22
H -5.211 1.049 -0.520 0.12
H -5.812 2.534 0.995 0.22
I 2.443 1.816 -4.396 0.11
C 0.390 1.276 -4.539 -0.72
I -0.948 2.468 -3.425 0.16
H 0.250 0.259 -4.173 0.26
H 0.114 1.373 -5.580 0.22
```